Entry 1:
Entry from the OMol25 dataset: 16 unconnected molecules or ions with the total composition H33O16 (ωB97M-V/def2-TZVPD).

## Properties
E   -33290.9139 eV
Gap between HOMO and LUMO   11.56 eV
HOMO   -13.925 eV
Total charge   +1
Max |F|   4.82 eV/A

Element x y z (Å)
O1 -0.926665 -0.005521 -1.322003
H1 -1.066742 -0.696222 -1.976745
H2 -0.326101 0.480580 -1.888852
O2 -0.809312 -4.193409 1.458038
H3 0.009410 -4.206652 0.945869
H4 -1.205720 -5.098204 1.536214
O3 -4.590515 0.558947 2.359282
H5 -5.017882 -0.252867 2.581880
H6 -4.081242 0.301345 1.518827
O4 -2.814945 -1.475179 0.810310
H7 -2.571646 -2.384954 1.026160
H8 -1.967220 -1.082525 0.583357
O5 0.023694 0.317728 1.367649
H9 -0.108955 1.325381 1.134836
H10 1.018092 0.121679 1.181977
O6 3.245084 3.351172 -3.190857
H11 3.422155 2.410765 -3.233735
H12 4.027793 3.598074 -2.625966
O7 3.893082 0.592575 -3.025799
H13 4.067902 0.603741 -2.078466
H14 4.558429 0.113014 -3.531958
O8 -2.634700 1.322058 3.703342
H15 -3.430408 1.187458 3.129542
H16 -2.876176 1.812440 4.452738
O9 -0.953849 -2.772238 3.824754
H17 -0.824030 -1.295475 3.675190
O10 1.615779 -0.898351 -3.116999
H18 2.329255 -0.263010 -2.853562
H19 1.018506 -0.182492 -3.250722
O11 0.091916 2.883821 0.879979
H20 -0.826829 3.340133 0.849485
H21 0.429183 3.170405 -0.015886
O12 2.569555 -0.561181 0.582370
H22 1.819854 -0.876768 -0.005691
H23 3.087005 -1.353025 0.889633
O13 -0.437841 0.445885 -4.482609
H24 -0.823486 -0.199861 -4.974737
H25 0.101912 0.963474 -5.135125
O14 -0.767656 -0.317723 3.644693
H26 -0.372309 0.069328 2.622242
H27 -1.693910 0.227598 3.976688
O15 0.836139 3.307511 -1.591214
H28 1.588592 3.671578 -2.168768
H29 0.098861 3.605912 -2.151921
O16 0.936921 -1.953150 -0.891022
H30 1.312344 -1.790328 -1.719169
H31 0.055046 -1.578511 -0.938039
H32 -0.280843 -3.071437 4.434908
H33 -0.747527 -3.273521 2.999886

Atoms 1-3, force components in eV/Å:
O -0.1326 -0.3618 -0.6830
H -1.0389 -0.4297 -0.0803
H 0.3839 1.1204 0.3484


Entry 2:
Entry from the OMol25 dataset: 3 unconnected molecules or ions with the total composition C41H43BO2 (ωB97M-V/def2-TZVPD).

## Properties
E   -47986.6918 eV
Gap between HOMO and LUMO   6.25 eV
HOMO   -6.644 eV
Total charge   0
Max |F|   3.79 eV/A

Element x y z (Å)
C1 1.646499 6.136397 2.619750
C2 2.263695 4.884203 2.769776
C3 2.229430 3.950772 1.733149
C4 1.582553 4.271495 0.515624
C5 1.577138 3.325789 -0.589617
C6 2.606693 2.362785 -0.673106
C7 2.412177 1.143253 -1.319160
C8 3.524304 0.240739 -1.603621
C9 3.472005 -0.647679 -2.699732
C10 4.536579 -1.497688 -2.977340
C11 5.701356 -1.426019 -2.203564
C12 5.737835 -0.599047 -1.070493
C13 4.637238 0.205797 -0.753564
C14 0.480298 3.369919 -1.567371
C15 0.719832 3.082976 -2.922192
C16 -0.292837 3.206920 -3.875066
C17 -1.590682 3.565292 -3.480080
C18 -1.873733 3.787379 -2.122221
C19 -0.850590 3.690124 -1.175389
C20 0.944606 5.527680 0.388238
C21 0.961697 6.449842 1.431619
H1 1.703926 6.872624 3.420382
H2 2.796298 4.643320 3.687250
H3 2.684025 2.966291 1.856110
H4 3.546930 2.576743 -0.161941
H5 1.509972 1.019179 -1.906538
H6 2.556958 -0.712143 -3.292145
H7 4.477925 -2.190372 -3.824919
H8 6.576312 -2.017957 -2.478020
H9 6.640385 -0.539023 -0.457262
H10 4.615042 0.792159 0.171235
H11 1.718606 2.775213 -3.233407
H12 -0.054632 3.042495 -4.923228
H13 -2.377156 3.689195 -4.225035
H14 -2.873498 4.087521 -1.802518
H15 -1.080222 3.879518 -0.123287
H16 0.433313 5.781672 -0.541579
H17 0.460994 7.406948 1.301269
C22 -2.552956 -5.169519 0.569901
C23 -2.654146 -3.880064 1.345936
C24 -4.134514 -3.573243 1.744621
C25 -1.592663 -3.690123 2.524119
C26 -2.078612 -4.051300 3.913799
C27 -0.206287 -4.332141 2.255372
O1 -1.414614 -2.231551 2.558125
B1 -2.119608 -1.788389 1.449787
C28 -2.795938 -0.375229 1.371266
C29 -3.443889 0.022112 0.189304
C30 -4.290122 1.126132 0.199267
C31 -4.427798 1.879242 1.384818
C32 -3.597825 1.616305 2.496480
C33 -2.744728 0.513030 2.470581
C34 1.336667 -0.283482 -0.134375
C35 0.134197 0.558721 0.344904
C36 0.995901 -1.379638 -1.024962
C37 1.829447 -2.505139 -0.943368
C38 1.857748 -3.445603 -1.961384
C39 0.945272 -3.320997 -3.023666
C40 0.005383 -2.268715 -3.047467
C41 0.006558 -1.291046 -2.041245
O2 -2.305683 -2.770266 0.460911
H18 -2.831786 -6.013804 1.216728
H19 -3.229971 -5.157983 -0.293432
H20 -1.528413 -5.310814 0.206008
H21 -4.604688 -4.375052 2.325052
H22 -4.233793 -2.619205 2.299828
H23 -4.713092 -3.436312 0.817117
H24 -2.384259 -5.102712 3.994330
H25 -1.272725 -3.864018 4.638651
H26 -2.923412 -3.400506 4.168648
H27 -0.318534 -5.432869 2.276158
H28 0.242080 -4.012712 1.295327
H29 0.508401 -4.056405 3.052205
H30 -3.333113 -0.570980 -0.715390
H31 -4.862385 1.389176 -0.699844
H32 -5.144055 2.703024 1.430739
H33 -3.626476 2.255310 3.386232
H34 -2.089292 0.315676 3.311943
H35 2.125740 -0.468523 0.634239
H36 -0.625803 -0.004962 0.997566
H37 0.382746 1.567405 0.802804
H38 -0.485855 0.828333 -0.537565
H39 2.482724 -2.598402 -0.065658
H40 2.513666 -4.317952 -1.900743
H41 0.970567 -4.033538 -3.851075
H42 -0.793755 -2.257988 -3.790253
H43 -0.737579 -0.487594 -1.994347

Atoms 1-3, force components in eV/Å:
C -0.0780 -0.1794 -0.3028
C -0.0798 0.3318 -0.3641
C -0.3845 0.4970 -0.2443


Entry 3:
Entry from the OMol25 dataset: 4 unconnected molecules or ions with the total composition C9H24NO6S (ωB97M-V/def2-TZVPD).

## Properties
E   -34331.6839 eV
Gap between HOMO and LUMO   7.43 eV
HOMO   -4.599 eV
Total charge   -1
Max |F|   4.75 eV/A

Element x y z (Å)
C1 0.811691 0.602110 2.145511
S1 1.814482 1.732529 1.181078
O1 0.942922 2.716704 0.614321
O2 2.372179 0.878412 0.199002
N1 2.941087 2.275818 2.028959
C2 2.635382 3.435654 2.857627
C3 1.327474 3.449667 3.547203
O3 0.497047 4.235285 3.348536
H1 -0.157725 0.997423 2.323330
H2 1.310884 0.508233 3.069712
H3 0.784581 -0.349130 1.682319
H4 3.365930 3.421973 3.642154
H5 2.746930 4.368277 2.356185
H6 1.141483 2.652368 4.276860
C4 2.556436 -2.237016 -0.923773
C5 1.444759 -2.597505 -1.896650
O4 0.403073 -1.617916 -1.907228
H7 2.153799 -2.128901 0.080745
H8 3.340599 -3.000290 -0.909755
H9 3.003337 -1.280140 -1.191527
H10 0.979284 -3.543850 -1.617917
H11 1.845467 -2.704542 -2.913641
H12 0.790291 -0.774367 -2.166343
C6 -1.395912 1.063667 -2.191641
C7 -1.534754 2.524257 -2.586731
O5 -2.169922 3.290429 -1.579750
H13 -2.377162 0.629489 -1.988832
H14 -0.915962 0.487387 -2.987291
H15 -0.803518 0.967803 -1.284914
H16 -2.145780 2.617893 -3.487653
H17 -0.547587 2.955958 -2.790725
H18 -1.606197 3.221107 -0.789194
C8 -3.533359 -3.194361 -0.610788
C9 -2.170523 -3.339049 0.042517
O6 -2.086471 -2.561951 1.236733
H19 -3.727084 -2.148630 -0.844569
H20 -3.593310 -3.777702 -1.531022
H21 -4.324852 -3.530611 0.065202
H22 -1.387249 -2.981651 -0.622486
H23 -1.965424 -4.389797 0.285463
H24 -2.766329 -2.875036 1.838971

Atoms 1-3, force components in eV/Å:
C 0.1583 0.6986 0.0937
S -0.2647 -0.4530 -0.3886
O -1.8018 1.5219 -0.2477


Entry 4:
Entry from the OMol25 dataset: C4H7F in the gas phase (ωB97M-V/def2-TZVPD).

## Properties
E   -6977.0985 eV
Gap between HOMO and LUMO   10.73 eV
HOMO   -9.638 eV
Total charge   0
Max |F|   5.70 eV/A

Element x y z (Å)
C1 -1.749074 1.112431 -0.206175
C2 -1.408446 -0.142368 0.111358
F1 -2.128414 -1.231244 0.009804
C3 0.215623 -0.323477 0.759049
C4 1.142897 -0.674074 -0.383593
H1 -2.648579 1.229876 -0.779463
H2 -0.857430 1.847599 -0.231036
H3 0.484529 0.499509 1.348571
H4 0.175961 -1.198474 1.348073
H5 1.568103 0.086466 -0.973606
H6 0.568098 -1.374173 -1.035461
H7 1.924121 -1.327484 0.056928

Atoms 1-3, force components in eV/Å:
C 1.6670 -0.8110 -0.7590
C 4.7105 2.4515 2.0798
F -0.4379 -0.4641 -0.0709


- Number 3 is which compound?
  C9H24NO6S